Formula: C50H59Ge2N2S5Tc
Source: the Open Molecules 2025 dataset
Level of theory: ωB97M-V/def2-TZVPD

The geometry in ORCA input format:
```
! RIJCOSX wB97M-V def2-TZVPD def2/J DEFGRID3
* xyz 1 4
Tc -0.233 -1.193 2.853
C -1.601 4.880 -2.824
C -0.441 4.512 -1.940
C 0.755 4.055 -2.482
C 1.820 3.683 -1.677
C 3.112 3.204 -2.281
C 1.681 3.761 -0.283
C 0.499 4.256 0.285
C 0.340 4.459 1.772
C -0.545 4.620 -0.562
C 2.780 3.270 0.592
C 3.900 4.031 0.906
C 4.863 3.529 1.770
C 4.717 2.271 2.337
C 3.609 1.484 2.036
C 2.659 2.001 1.152
Ge 0.964 1.026 0.791
S -0.338 1.148 2.627
S -0.503 1.005 -0.923
Ge -0.767 -1.246 -0.445
S -1.996 -1.676 1.384
S 1.188 -1.287 0.841
C -1.122 -2.281 -2.094
C -2.416 -2.745 -2.323
C -2.664 -3.465 -3.489
C -1.647 -3.704 -4.400
C -0.367 -3.229 -4.157
C -0.086 -2.511 -2.997
C 1.298 -2.011 -2.773
C 2.207 -2.750 -2.012
C 1.820 -4.036 -1.328
C 3.522 -2.303 -1.914
C 3.948 -1.147 -2.546
C 5.375 -0.682 -2.444
C 3.022 -0.418 -3.289
C 1.707 -0.831 -3.420
C 0.738 -0.034 -4.251
C -3.539 -2.460 -1.386
C -3.972 -3.437 -0.484
C -3.295 -4.778 -0.379
C -5.058 -3.159 0.340
C -5.727 -1.947 0.280
C -6.928 -1.674 1.145
C -5.281 -0.988 -0.625
C -4.200 -1.223 -1.463
C -3.773 -0.171 -2.456
C 3.440 0.128 2.627
C 2.664 -0.047 3.774
C 2.206 1.119 4.604
C 2.375 -1.351 4.193
C 2.958 -2.461 3.577
C 2.741 -3.847 4.118
C 3.812 -2.247 2.501
C 4.044 -0.973 2.001
C 4.920 -0.766 0.798
H -1.298 4.942 -3.868
H -2.029 5.839 -2.531
H -2.386 4.125 -2.743
H 0.857 3.988 -3.560
H 3.025 3.121 -3.363
H 3.393 2.229 -1.877
H 3.923 3.899 -2.057
H 1.228 4.160 2.325
H -0.510 3.891 2.157
H 0.156 5.514 1.982
H -1.460 5.009 -0.126
H 3.995 5.027 0.491
H 5.732 4.128 2.009
H 5.463 1.884 3.021
H -3.669 -3.822 -3.678
H -1.852 -4.258 -5.307
H 0.437 -3.421 -4.857
H 0.741 -4.138 -1.221
H 2.272 -4.091 -0.336
H 2.178 -4.894 -1.901
H 4.232 -2.889 -1.340
H 5.998 -1.426 -1.949
H 5.445 0.252 -1.881
H 5.786 -0.492 -3.437
H 3.348 0.482 -3.799
H 1.202 0.885 -4.607
H -0.148 0.231 -3.672
H 0.400 -0.608 -5.116
H -2.305 -4.773 -0.830
H -3.889 -5.541 -0.888
H -3.201 -5.075 0.665
H -5.393 -3.917 1.040
H -7.128 -2.509 1.813
H -7.811 -1.509 0.527
H -6.784 -0.776 1.752
H -5.815 -0.044 -0.702
H -4.569 0.555 -2.613
H -3.521 -0.621 -3.417
H -2.889 0.373 -2.111
H 1.953 1.984 3.995
H 3.014 1.415 5.279
H 1.339 0.850 5.206
H 1.786 -1.493 5.091
H 2.095 -3.832 4.993
H 3.702 -4.280 4.402
H 2.293 -4.507 3.373
H 4.297 -3.098 2.033
H 5.359 -1.708 0.472
H 5.723 -0.060 1.013
H 4.342 -0.355 -0.033
S -1.209 -1.765 4.730
N -5.056 2.937 2.924
C -5.211 2.051 1.763
C -3.944 1.181 1.602
N -3.512 0.675 2.937
H -5.935 3.344 3.213
H -4.419 3.700 2.717
H -3.909 1.390 3.593
H -5.400 2.595 0.836
H -6.067 1.399 1.947
H -3.126 1.773 1.188
H -4.118 0.338 0.938
H -3.852 -0.262 3.145
H -2.481 0.642 3.003
*
```

For the energy, the calculation gives -225197.3106 eV. Its expectation value of S² is 3.788. Its molar mass is 1091.591 g mol⁻¹. The value obtained for the energy above the lowest of the compared OMol25 structures with the same formula, charge and spin is 28.2 kJ/mol. As for the LUMO energy (spin up / spin down): -3.1 / -3.1 eV. The gap between HOMO and LUMO (spin up / spin down) comes out at 0.255 / 0.278 Eh.